(1)
21
Properties=species:S:1:pos:R:3:forces:R:3 method="wB97M-V/def2-TZVPD" e_above_lowest_kcal_mol=161.02 total_charge=0 gap_ev=4.013 fmax_ev_per_a=5.1
N 2.157941 -0.202482 -0.567401 -2.0 1.6 -0.8
C 1.033439 0.711199 -0.834793 2.2 -0.2 -0.9
C -2.610340 0.287523 -1.011590 1.3 0.2 0.9
C -2.277303 1.399074 -0.255285 -0.5 0.7 -1.7
C -1.013222 1.831352 0.184200 0.7 -4.4 2.6
C 0.055507 0.794437 0.345276 -1.3 0.2 0.1
H 0.857032 -2.214402 0.771778 -0.5 -0.8 -0.2
H 3.022590 0.222671 -0.845978 0.3 0.0 0.3
H 0.416006 0.398884 -1.695288 0.1 -0.1 0.1
H 1.411348 1.733201 -1.071874 -0.2 -0.5 0.0
H -3.621495 0.232452 -1.434550 0.5 -0.3 0.3
H -0.502333 -0.184708 0.275182 1.1 0.6 0.8
H -3.017868 2.141975 -0.034792 -0.8 0.1 -0.3
H -1.045597 2.543716 0.985312 0.3 1.4 -0.5
H 0.655512 0.956954 1.275040 -0.7 -0.3 -0.7
H -0.337117 -3.306122 0.696063 0.2 0.1 0.1
H -1.875355 -0.566513 -1.106476 -1.0 1.0 -0.2
O 0.101002 -2.637894 0.160250 0.3 0.7 0.3
H 2.120530 -0.653157 0.386956 0.4 -0.6 0.2
H 2.597703 -1.944494 2.103371 1.1 -0.7 0.6
O 1.872021 -1.543666 1.674598 -1.6 1.2 -0.8



(2)
15
Properties=species:S:1:pos:R:3:forces:R:3 method="wB97M-V/def2-TZVPD" e_above_lowest_kcal_mol=10.33 smiles=CCCCS total_charge=0 gap_ev=10.039 fmax_ev_per_a=2.2
C 0.011038 -2.898902 0.413106 -1.5 -0.2 1.2
C -0.854797 -1.621805 0.323386 -0.7 -0.3 1.8
C -0.100571 -0.463870 -0.352145 -1.9 0.2 -0.1
C -0.490896 0.908927 0.191271 -0.5 -0.6 -0.1
S 0.649458 2.198737 -0.330616 0.0 0.6 -0.2
H -0.724483 -3.704169 0.355996 0.4 -0.4 0.0
H 0.456262 -2.980455 1.434162 0.2 0.1 -1.0
H 0.711056 -3.035486 -0.386838 0.5 0.1 -0.3
H -1.837141 -1.855405 -0.126053 0.6 0.2 -0.3
H -1.194150 -1.449467 1.435799 0.9 0.4 -1.9
H 0.930601 -0.679280 -0.267612 1.3 0.1 0.2
H -0.337575 -0.416285 -1.428256 0.2 -0.4 0.3
H -1.495855 1.137675 -0.231654 0.7 0.2 0.3
H -0.611231 0.877936 1.275449 0.2 0.1 0.0
H 1.829601 1.586610 -0.112272 -0.3 -0.1 0.1



(3)
40
Properties=species:S:1:pos:R:3:forces:R:3 method="wB97M-V/def2-TZVPD" e_above_lowest_kcal_mol=0.00 multiplicity=2 total_charge=+1 s2=0.9504 gap_ev="7.705 / 8.390" fmax_ev_per_a=0.8
Co 0.625706 -0.091934 -0.095901 -0.1 0.8 0.2
C -0.798763 -3.002798 4.107562 0.0 0.0 0.0
C 0.259728 -3.152614 3.083074 -0.1 0.1 -0.1
N 1.134940 -4.094762 3.003491 0.0 -0.1 0.1
N 1.883362 -3.794731 1.899402 0.0 0.1 -0.1
C 1.500904 -2.676737 1.281172 -0.1 0.0 0.1
S 2.154444 -1.901811 -0.062055 -0.2 0.3 -0.1
N 0.440372 -2.262407 2.032274 0.1 0.0 0.0
N -0.223211 -1.076396 1.746237 -0.2 0.0 -0.1
H -0.745675 -3.839311 4.797894 0.0 0.0 0.0
H -1.786513 -2.987184 3.644616 0.0 0.0 0.0
H -0.668107 -2.074959 4.666707 0.0 0.0 0.0
H 2.655835 -4.384585 1.636005 0.0 0.0 0.0
H -0.105765 -0.399499 2.495534 0.1 0.0 0.0
H -1.215369 -1.236582 1.597597 0.0 -0.1 0.0
O -0.700329 1.307635 0.313931 0.2 -0.7 -0.2
N -0.312209 2.581916 0.252968 0.3 0.4 -0.1
C -1.270361 3.529815 0.339924 -0.1 0.0 0.0
C -0.943745 4.855781 0.330960 -0.1 0.1 0.0
C 0.397980 5.229212 0.230002 0.1 -0.2 0.0
C 1.356924 4.247868 0.130593 -0.1 0.4 0.0
C 1.002328 2.896838 0.128367 -0.1 -0.5 0.0
S 2.142301 1.614145 -0.028807 0.1 -0.1 0.0
H -2.276339 3.147406 0.420234 0.0 0.0 0.0
H -1.728682 5.593839 0.403243 0.0 0.0 0.0
H 0.679266 6.272545 0.226838 0.0 0.0 0.0
H 2.405347 4.493609 0.045822 0.0 0.0 0.0
C -1.627365 0.460477 -2.747398 0.1 0.0 0.1
P -0.201041 -0.529023 -2.204674 -0.1 -0.3 0.2
C -0.729785 -2.241124 -2.546503 0.0 0.1 -0.1
C 1.044854 -0.223164 -3.492359 0.0 0.0 0.1
H -1.898120 0.198575 -3.770583 0.0 0.0 0.0
H -1.380035 1.520677 -2.698109 0.0 0.0 0.0
H -2.473789 0.274913 -2.087082 0.0 0.0 0.0
H -1.032834 -2.343220 -3.589487 0.0 -0.1 0.0
H -1.570888 -2.506026 -1.905518 0.0 0.0 0.0
H 0.094583 -2.923792 -2.342455 0.0 0.0 0.0
H 0.630674 -0.441842 -4.477133 0.0 0.0 0.0
H 1.913080 -0.857851 -3.314688 0.0 0.0 0.0
H 1.366294 0.817100 -3.451697 0.0 0.0 0.0



(4)
84
Properties=species:S:1:pos:R:3:forces:R:3 method="wB97M-V/def2-TZVPD" smiles="S=[PH2]c1cccc2c1Nc1ccccc1S2.CN(C)P(=O)(N(C)C)N(C)C.CN(C)P(=O)(N(C)C)N(C)C" total_charge=0 gap_ev=6.922 fmax_ev_per_a=8.0
S -3.027424 7.929971 1.693472 0.2 -0.1 0.2
P -1.950873 6.687641 0.658420 -1.2 0.7 -0.1
C -2.938483 5.845564 -0.648202 0.8 -0.3 0.2
C -4.314295 6.008793 -0.660833 -0.7 0.4 0.3
C -5.125579 5.410248 -1.613666 0.1 -0.1 -0.3
C -4.538155 4.587807 -2.571213 0.0 0.0 0.1
C -3.165469 4.403142 -2.542848 1.1 -0.7 -0.5
C -2.332111 5.021044 -1.612790 -0.5 0.6 0.4
N -0.932513 4.815135 -1.651661 -0.4 -0.7 0.2
C -0.551025 3.441059 -1.706692 0.6 0.0 0.1
C 0.407078 2.937267 -0.839787 -0.3 -0.2 -0.4
C 0.724050 1.587649 -0.939052 1.1 -0.5 0.9
C 0.181775 0.714334 -1.861082 -1.0 0.2 -1.1
C -0.773569 1.245705 -2.754716 0.3 -0.1 0.5
C -1.110015 2.583325 -2.650764 -0.9 0.9 -0.3
S -2.340823 3.332293 -3.725224 -0.1 -0.1 0.0
H -0.933933 7.374797 -0.045385 0.2 -0.5 0.1
H -1.302305 5.700954 1.448147 0.1 0.1 -0.5
H -4.812001 6.620401 0.092998 0.4 0.0 -0.1
H -6.198989 5.593509 -1.591888 0.3 -0.1 -0.1
H -5.100915 4.060187 -3.340923 0.0 0.2 0.3
H -0.456184 5.243283 -0.867557 0.0 0.1 -0.2
H 0.895493 3.576320 -0.103592 -0.1 -0.2 -0.1
H 1.457927 1.190731 -0.231911 -0.2 0.1 -0.2
H 0.420978 -0.354691 -1.926011 0.1 0.5 0.3
H -1.294093 0.657282 -3.509517 0.3 -0.1 0.2
C 3.138520 1.370900 6.495857 0.5 0.2 -0.5
N 2.231481 0.470210 5.820901 -0.5 -0.2 0.7
C 2.389403 -0.879672 6.350879 -0.3 -0.3 -0.3
P 1.760755 0.494311 4.169401 -0.7 6.3 3.7
O 0.316480 0.089779 4.382815 1.3 -3.2 -2.1
N 1.382679 2.102646 3.580593 0.1 0.8 -0.2
C 1.173044 3.203670 4.511026 0.2 -0.1 0.3
C 0.282710 2.104809 2.613527 0.0 -0.4 0.1
N 3.445772 0.665056 3.599080 -0.1 -3.2 -1.7
C 4.070378 1.930032 3.264489 -0.4 0.7 -0.1
C 3.699675 -0.288503 2.497758 0.0 -0.2 0.2
H 4.192804 1.179830 6.244618 0.0 0.0 0.0
H 3.031181 1.257328 7.576501 -0.1 -0.2 0.0
H 2.915774 2.415477 6.296054 0.0 0.0 -0.2
H 3.341723 -1.328289 6.029245 0.1 0.0 0.1
H 1.577287 -1.525029 6.011036 0.0 0.1 -0.1
H 2.355512 -0.878201 7.441716 0.0 0.1 0.0
H 0.499795 2.932940 5.334144 0.0 0.1 0.0
H 0.748492 4.067367 3.994805 -0.1 -0.2 -0.2
H 2.115382 3.566988 4.923119 0.0 -0.1 0.1
H -0.696727 2.057652 3.102593 0.0 -0.1 -0.1
H 0.360739 1.253870 1.935401 -0.1 0.0 0.0
H 0.316429 3.008476 2.000971 0.1 0.1 0.1
H 3.610321 2.427489 2.405435 0.0 0.0 0.1
H 5.120941 1.746913 3.019292 -0.1 -0.3 0.1
H 4.082056 2.616169 4.109342 -0.2 0.0 0.0
H 3.173265 0.003534 1.579909 0.1 0.0 -0.1
H 3.355738 -1.289148 2.779715 0.0 0.0 0.0
H 4.766128 -0.367672 2.280098 0.0 0.1 0.0
C 0.690885 -6.613909 -2.474728 -0.6 -0.3 -0.3
N 0.338017 -5.351398 -1.864863 0.6 0.0 0.7
C 0.226301 -5.515556 -0.418593 -0.2 0.4 0.1
P -0.705743 -4.136041 -2.488811 6.1 -2.2 -4.8
O 0.176433 -2.956093 -2.070613 -3.3 0.7 2.6
N -0.428412 -3.805328 -4.188662 0.0 -0.1 -1.2
C 0.773228 -4.278400 -4.862624 0.1 -0.3 0.2
C -0.595468 -2.389388 -4.500846 -0.2 0.2 0.2
N -1.937554 -5.348391 -2.977933 -2.7 1.3 2.3
C -2.060172 -5.902086 -4.313385 0.3 0.3 -0.7
C -3.277229 -4.906490 -2.534093 0.0 -0.2 0.3
H -0.120718 -7.354546 -2.419925 0.0 -0.1 0.0
H 1.558467 -7.036742 -1.964132 0.0 0.1 0.2
H 0.995572 -6.505988 -3.511886 -0.1 0.1 0.0
H -0.672334 -6.089759 -0.147822 0.1 -0.1 0.1
H 0.171238 -4.544129 0.077011 0.0 0.0 -0.1
H 1.101505 -6.026788 -0.013848 0.0 -0.1 -0.1
H 1.683785 -4.074899 -4.284698 0.1 0.0 -0.1
H 0.877077 -3.803001 -5.839820 -0.1 0.2 0.1
H 0.718479 -5.345232 -5.081517 0.0 0.0 0.1
H 0.293925 -1.807490 -4.232577 -0.1 0.1 0.0
H -1.446193 -1.972582 -3.955729 0.0 0.0 0.0
H -0.793480 -2.246564 -5.566517 0.0 -0.2 0.0
H -2.332107 -5.159589 -5.068332 0.0 0.0 0.0
H -2.842598 -6.667341 -4.302550 0.0 0.1 0.4
H -1.153599 -6.414561 -4.627974 0.1 0.2 0.0
H -3.633966 -4.049370 -3.118015 -0.1 -0.1 0.0
H -3.244279 -4.607326 -1.480766 0.0 0.0 0.0
H -4.007341 -5.713696 -2.613796 0.1 0.0 -0.1



In the order shown, the computed total energy values come out to -403.32001 -556.56554 -3299.86916 -3296.11709 Eh.